Record 1
16
Properties=species:S:1:pos:R:3:forces:R:3 method="wB97M-V/def2-TZVPD" e_above_lowest_kcal_mol=67.0 spin_multiplicity=2 homo_ev="-9.16 / -9.16" e_lumo_ev="-0.7 / -0.7"
S -3.033 0.009 0.586 3.687 -1.265 2.689
N 1.827 -0.318 0.408 -0.507 0.268 -0.119
C -0.484 -0.865 -0.346 -0.083 -1.066 -0.568
C 1.998 0.919 -0.298 0.704 0.334 -0.423
C 0.440 -0.470 0.824 0.167 0.914 0.111
C -1.672 0.044 -0.633 -0.001 0.534 -0.440
H 0.103 0.535 1.215 0.086 -0.910 0.069
H 0.169 -0.964 -1.237 -0.512 0.191 0.203
H 1.262 1.076 -1.102 0.061 -0.187 0.033
H -1.604 -0.481 1.866 -3.358 1.084 -2.139
H -0.898 -1.871 -0.181 0.279 0.155 0.053
H 0.438 -1.244 1.590 -0.175 0.201 0.201
H -2.160 -0.224 -1.579 0.303 0.001 0.078
H -1.299 1.065 -0.725 -0.176 0.129 -0.039
H 1.901 1.815 0.336 -0.134 -0.282 0.288
H 3.011 0.974 -0.723 -0.340 -0.100 0.003

Record 2
17
Properties=species:S:1:pos:R:3:forces:R:3 method="wB97M-V/def2-TZVPD" e_above_lowest_kcal_mol=51.8 charge=+1 homo_ev=-13.51 e_lumo_ev=-5.0
S 2.021 -0.396 -0.366 -2.183 1.463 0.233
S -0.314 2.243 -0.443 1.285 -0.545 -0.540
N -0.943 -0.258 0.325 1.448 1.696 -1.254
C -0.885 -1.680 0.393 0.285 -3.046 1.055
C 2.920 0.011 1.184 0.749 1.742 -1.435
C -0.053 0.564 -0.138 3.649 -1.922 0.323
C -2.226 0.290 0.511 -1.009 2.207 -5.416
H 2.728 -0.657 1.953 -0.825 -1.196 1.403
H 2.674 1.062 1.472 0.543 -0.875 -0.174
H 0.929 2.440 -1.045 -0.994 -0.253 0.640
H -1.326 -1.945 1.418 1.245 0.072 -1.208
H -1.594 -2.233 -0.291 0.593 1.232 0.176
H -2.753 0.155 -0.545 0.557 0.369 2.246
H -2.211 1.349 0.727 0.022 0.084 0.236
H -2.721 -0.204 1.207 -2.383 -2.261 3.182
H 4.031 -0.123 0.979 -1.367 0.513 -0.258
H 0.162 -2.082 0.164 -1.614 0.720 0.793

Record 3
17
Properties=species:S:1:pos:R:3:forces:R:3 method="wB97M-V/def2-TZVPD" e_above_lowest_kcal_mol=31.8 charge=+1 homo_ev=-13.47 e_lumo_ev=-4.8
S 1.457 -0.558 1.350 0.280 0.539 -0.234
S -0.898 1.296 1.633 1.835 -0.634 -0.424
N -0.482 -0.857 -0.783 2.569 0.220 -0.178
C -1.602 2.712 0.712 1.985 2.700 3.272
C 0.497 0.635 0.602 -3.085 0.017 1.324
C 0.377 -2.006 -0.544 -0.386 0.265 -1.076
C 1.783 -1.574 -0.143 0.300 1.600 -0.394
H 0.618 1.052 -0.379 0.713 0.495 0.053
H 0.445 -2.473 -1.518 0.180 -0.857 -0.011
H -2.547 3.082 1.129 -0.059 -1.048 -0.074
H -1.358 -0.829 -0.325 -1.098 0.055 -0.346
H 2.419 -2.435 0.146 -0.165 0.748 -0.332
H -0.280 -0.516 -1.729 -1.354 0.094 0.646
H -0.962 3.668 0.843 -0.570 -1.825 -0.587
H 2.232 -0.864 -0.949 -0.429 -1.570 1.375
H -0.067 -2.662 0.176 -0.111 -0.443 0.319
H -1.632 2.329 -0.221 -0.604 -0.356 -3.334

Record 4
17
Properties=species:S:1:pos:R:3:forces:R:3 method="wB97M-V/def2-TZVPD" e_above_lowest_kcal_mol=55.6 charge=+1 homo_ev=-12.38 e_lumo_ev=-4.1
S 2.095 0.998 0.683 0.378 -0.399 0.584
S 1.997 -1.730 -1.919 0.222 -0.402 -0.430
N -0.726 0.776 1.513 -3.283 -3.040 -0.560
C 0.934 -0.238 -0.051 0.236 -1.093 3.681
C -1.467 -0.709 -0.367 -2.806 0.261 1.260
C 1.331 -0.352 -1.443 0.940 -1.540 -2.318
C -0.469 0.283 0.108 -1.132 -0.246 -0.750
H -2.507 -0.381 -0.698 1.417 0.126 0.794
H 1.306 0.414 -2.279 -0.527 -0.147 1.748
H -1.616 1.280 1.619 0.872 1.338 -0.665
H 0.163 1.212 1.699 0.607 0.851 1.517
H -1.550 -1.401 0.427 -0.797 -1.066 1.216
H -0.694 1.110 -0.481 0.670 1.980 -1.129
H -1.136 -0.046 2.044 2.138 0.437 0.142
H 1.048 -1.395 0.718 -0.208 3.559 -2.831
H 2.470 1.547 -0.471 -0.077 0.267 -0.139
H -1.178 -1.369 -1.102 1.350 -0.884 -2.120

Record 5
17
Properties=species:S:1:pos:R:3:forces:R:3 method="wB97M-V/def2-TZVPD" e_above_lowest_kcal_mol=0.0 charge=+1 spin_multiplicity=3 homo_ev="-10.46 / -13.48" e_lumo_ev="-3.8 / -5.9"
S 0.040 2.123 -1.915 0.053 1.627 -0.700
S -1.292 -1.588 -0.302 3.227 -0.075 1.104
N -0.641 0.203 2.224 -0.091 -2.452 2.353
C 0.314 0.246 1.049 -4.050 1.954 -1.774
C 0.234 0.527 -1.596 0.358 -2.414 2.024
C -0.491 0.125 -0.268 1.402 -1.650 -1.340
C 1.366 -0.380 -1.982 -0.696 -1.100 0.761
H -1.420 0.885 2.453 1.548 -0.191 -1.036
H 0.760 1.178 1.052 0.752 2.299 0.090
H -2.420 -1.233 -0.707 -2.702 0.971 -0.995
H 1.095 -0.386 1.149 1.962 -2.825 0.744
H -1.212 0.853 -0.325 -2.465 1.376 1.029
H 2.213 0.112 -2.420 0.422 0.247 -0.130
H -0.020 0.109 3.082 -1.154 0.378 -0.901
H -1.173 -0.731 2.190 0.822 1.163 -0.330
H 1.641 -0.876 -0.997 0.242 0.215 -1.467
H 1.004 -1.168 -2.688 0.370 0.476 0.567

Record 6
17
Properties=species:S:1:pos:R:3:forces:R:3 method="wB97M-V/def2-TZVPD" charge=+3 spin_multiplicity=4 homo_ev="-22.95 / -23.33" e_lumo_ev="-15.3 / -15.0"
Nd 0.556 1.795 0.143 1.004 0.974 -1.195
O 1.486 -0.306 -0.383 -1.120 0.648 0.804
O 0.193 -0.483 2.060 0.632 0.826 0.110
C 0.071 -1.600 1.118 -0.225 -1.146 -0.842
C -0.794 0.094 2.534 -1.005 -0.095 1.052
C 1.263 -1.594 0.197 0.543 -0.971 0.231
C 2.265 -0.322 -1.597 0.590 -0.466 -0.880
H 3.231 -0.805 -1.409 -0.150 0.184 -0.042
H 1.062 -2.317 -0.604 -0.018 -0.009 0.166
H -0.887 -1.509 0.593 -0.002 0.030 0.180
H 2.170 -1.911 0.726 -0.063 0.110 -0.105
H 1.708 -0.854 -2.377 0.154 0.145 0.119
H -0.613 3.158 1.014 -0.224 -0.197 0.330
H -0.590 0.905 3.241 -0.101 -0.019 0.121
H -1.813 -0.207 2.256 -0.034 -0.022 0.133
H 2.433 0.717 -1.898 0.080 0.009 -0.054
H 0.086 -2.500 1.742 -0.060 0.001 -0.129